Density functional theory data (wB97M-V/def2-TZVPD) for the molecule C5H6O2 at a distorted geometry.

Results
Molecular weight, g mol⁻¹: 98.1
SMILES: O=C1CCC(=O)C1
Highest occupied orbital energy, eV: -9.676
HOMO-LUMO gap, eV: 10.21
E_LUMO, eV: 0.54
Charge: 0
Relative energy (zero: lowest compared OMol25 entry of this formula, charge and spin), kJ/mol: 28.2
Energy, eV: -9376.804

Atoms and positions in Å:
O 0.58753 -2.35871 -0.62312
C 0.32713 -1.20978 -0.36383
C -1.09154 -0.65276 -0.14941
C -0.91361 0.81666 0.29958
C 0.57634 1.05942 0.38762
O 1.01424 1.98217 1.03311
C 1.35213 -0.09340 -0.20297
H -1.63036 -1.31496 0.53517
H -1.61153 -0.73977 -1.11529
H -1.12241 1.18830 1.31276
H -1.43027 1.52250 -0.35637
H 2.19394 -0.38728 0.42917
H 1.74842 0.18761 -1.18643

Forces on atoms 1 to 2 (eV/Å):
O -0.19 0.55 0.14
C 0.04 -0.27 -0.07